[1]
Density functional theory data (ωB97M-V with the def2-TZVPD basis set) for C28H84N14O14 as an isolated structure in a non-equilibrium geometry.

The total charge is 0. The value obtained for the total energy is -79871.7828 eV. The value obtained for the highest occupied orbital energy is -0.2707 Eh. The calculation puts the lowest unoccupied orbital energy at -0.0275 Eh.

Element x y z (Å)
C (5.8116, -10.7263, 24.8306)
C (4.4139, -11.0444, 25.4770)
C (3.4993, -9.8702, 25.2986)
O (3.9230, -12.1728, 24.8827)
H (6.4340, -11.6047, 24.6598)
H (6.4664, -10.3302, 25.6068)
H (5.7724, -10.2247, 23.8637)
H (4.5660, -11.2750, 26.5314)
H (2.8609, -10.0341, 24.4305)
H (4.0015, -8.9033, 25.3317)
H (2.8265, -9.7963, 26.1530)
H (3.0013, -11.9685, 24.7087)
C (9.2536, -12.2890, 23.8512)
C (8.9532, -11.2371, 22.7939)
C (7.9981, -10.2191, 23.4816)
O (10.1528, -10.7425, 22.1983)
H (10.0341, -11.8684, 24.4853)
H (9.6970, -13.1602, 23.3691)
H (8.4574, -12.6356, 24.5100)
H (8.3470, -11.8649, 22.1408)
H (7.7314, -9.5401, 22.6718)
H (8.4172, -9.6581, 24.3169)
H (7.0445, -10.6281, 23.8155)
H (10.0154, -10.1166, 21.4835)
C (6.5869, -6.4964, 23.2848)
C (6.5870, -7.7926, 24.1303)
C (7.9862, -8.0225, 24.7303)
O (5.8354, -7.5733, 25.2795)
H (5.7683, -6.5027, 22.5651)
H (7.5187, -6.2925, 22.7572)
H (6.5041, -5.6088, 23.9120)
H (6.1628, -8.5909, 23.5212)
H (8.7803, -8.1340, 23.9921)
H (7.8905, -8.9319, 25.3235)
H (8.2327, -7.1931, 25.3933)
H (6.2490, -8.0140, 26.0255)
C (4.5915, -7.6730, 27.1727)
C (5.9110, -8.1603, 27.8272)
C (5.8215, -9.6518, 28.1896)
O (7.0409, -7.8495, 27.0866)
H (4.5461, -8.1908, 26.2146)
H (4.4516, -6.6253, 26.9064)
H (3.6980, -7.9500, 27.7321)
H (5.9766, -7.6973, 28.8118)
H (6.7489, -9.8556, 28.7248)
H (5.7874, -10.3084, 27.3202)
H (5.0468, -10.0173, 28.8637)
H (7.6655, -8.5726, 26.9941)
C (10.4125, -7.8349, 27.1798)
C (9.2834, -6.9386, 27.6969)
C (9.5545, -6.4275, 29.2391)
O (9.2401, -5.7896, 26.8914)
H (10.5339, -7.7794, 26.0980)
H (10.1287, -8.8699, 27.3704)
H (11.3975, -7.6178, 27.5929)
H (8.3218, -7.4443, 27.6089)
H (10.4769, -5.8467, 29.2473)
H (9.6810, -7.2988, 29.8817)
H (8.7390, -5.7961, 29.5917)
H (8.4398, -5.8855, 26.3699)
C (10.9385, -6.7315, 24.0423)
C (11.1085, -8.2018, 23.9916)
C (11.6249, -8.8345, 25.2665)
O (10.0349, -8.9366, 23.4864)
H (10.1567, -6.4940, 24.7637)
H (10.3916, -6.4061, 23.1573)
H (11.9145, -6.2500, 24.1039)
H (11.9341, -8.4275, 23.3166)
H (12.3041, -9.6793, 25.1521)
H (10.8868, -9.1766, 25.9919)
H (12.2534, -8.1485, 25.8344)
H (10.3684, -9.8304, 23.3790)
C (8.0211, -4.2538, 23.7382)
C (8.0955, -2.9498, 22.8084)
C (9.4884, -2.5218, 22.4870)
O (7.4862, -3.3074, 21.6420)
H (8.5133, -5.1112, 23.2791)
H (7.0040, -4.5639, 23.9777)
H (8.4642, -4.2118, 24.7332)
H (7.5429, -2.0995, 23.2078)
H (9.9610, -2.1951, 23.4132)
H (9.4476, -1.5979, 21.9101)
H (10.0110, -3.2685, 21.8891)
H (8.1647, -3.3597, 20.9649)
C (7.9696, -6.3381, 19.9252)
O (8.4479, -7.2685, 20.4493)
N (7.8866, -5.1864, 20.4949)
N (7.6204, -6.3561, 18.6374)
H (7.7119, -4.3134, 20.0181)
H (8.0290, -5.2241, 21.4941)
H (7.7686, -7.2793, 18.2556)
H (6.8544, -5.8453, 18.2221)
C (4.8771, -3.6747, 23.2980)
O (5.4009, -4.3303, 24.1986)
N (3.5878, -3.5406, 23.1580)
N (5.5472, -3.0181, 22.3919)
H (3.2962, -2.6746, 22.7278)
H (3.0132, -4.1735, 23.6960)
H (5.0249, -2.6586, 21.6058)
H (6.5554, -3.0202, 22.3308)
C (6.7474, -4.8660, 26.6578)
O (6.8475, -4.6853, 27.7934)
N (6.4605, -3.9038, 25.7544)
N (6.6244, -6.0836, 26.1340)
H (6.6880, -2.9842, 26.1045)
H (6.3453, -4.0833, 24.7671)
H (6.4996, -6.1877, 25.1372)
H (6.4291, -6.8954, 26.7023)
C (3.3624, -6.7115, 24.9175)
O (2.2430, -6.5311, 25.2628)
N (4.3311, -5.8383, 25.0241)
N (3.9543, -7.7227, 24.3905)
H (5.2487, -6.2542, 24.9532)
H (4.2886, -5.0372, 25.6377)
H (4.9633, -7.7479, 24.3520)
H (3.4119, -8.5411, 24.1538)
C (8.5467, -10.1263, 26.7012)
O (7.6065, -9.4218, 26.4332)
N (8.6095, -10.7846, 27.7906)
N (9.7505, -10.2349, 26.0732)
H (7.7201, -10.9505, 28.2394)
H (9.3696, -11.4464, 27.8570)
H (9.7735, -9.8628, 25.1345)
H (10.5749, -10.5959, 26.5315)
C (10.6389, -8.5902, 21.1039)
O (11.4876, -9.3030, 21.5896)
N (10.5900, -8.0973, 19.8949)
N (9.5987, -8.1199, 21.7953)
H (11.3813, -8.2723, 19.2922)
H (9.7493, -7.7061, 19.4947)
H (9.4792, -8.3873, 22.7619)
H (8.9395, -7.6445, 21.1958)
C (4.4607, -6.9255, 21.0248)
O (4.2380, -7.9706, 21.5670)
N (5.1162, -5.9153, 21.6720)
N (4.1308, -6.6294, 19.7659)
H (4.9041, -5.8610, 22.6580)
H (5.3982, -5.1512, 21.0749)
H (4.2838, -5.6751, 19.4726)
H (3.5209, -7.2397, 19.2408)


[2]
Density functional theory data (ωB97M-V with the def2-TZVPD basis set) for a 12-piece molecular cluster, C28H84N4O16 overall in a non-equilibrium geometry.

The total charge is 0. The value obtained for the total energy is -69113.1812 eV. The value obtained for the highest occupied orbital energy is -0.3331 Eh. The calculation puts the lowest unoccupied orbital energy at -0.0002 Eh.

Element x y z (Å)
C (-0.0924, -0.4317, -0.9028)
C (-0.0620, 1.0579, -1.1432)
O (1.3132, 1.4730, -0.9359)
O (0.0448, -0.7356, 0.4728)
H (0.6525, -0.9367, -1.5280)
H (-1.1012, -0.7498, -1.1880)
H (-0.6472, 1.5704, -0.3778)
H (-0.3816, 1.2258, -2.1754)
H (1.2486, 2.4164, -0.6664)
H (0.7322, -0.1489, 0.8118)
C (-4.6073, 0.1747, -0.8892)
C (-4.0953, -0.8956, 0.0828)
O (-4.2931, -2.2278, -0.3308)
O (-4.5373, 1.4268, -0.2086)
H (-5.6376, -0.0418, -1.1791)
H (-3.9536, 0.2410, -1.7619)
H (-4.5692, -0.7035, 1.0456)
H (-3.0146, -0.7289, 0.2002)
H (-4.0004, -2.2770, -1.2581)
H (-4.0860, 2.0522, -0.7865)
C (4.0907, 0.1005, -2.4350)
C (5.2028, 1.0031, -1.8784)
O (4.9123, 1.6997, -0.6726)
O (3.0661, 0.8848, -3.0156)
H (3.7427, -0.5907, -1.6619)
H (4.6420, -0.4678, -3.1874)
H (5.5887, 1.6746, -2.6523)
H (6.0379, 0.3330, -1.6185)
H (5.7406, 2.0688, -0.3550)
H (2.5493, 1.1742, -2.2228)
C (2.3593, 5.3412, 1.2306)
C (1.0934, 5.2744, 0.3592)
O (1.0306, 4.2235, -0.6103)
O (2.2062, 4.5419, 2.4015)
H (2.4694, 6.3541, 1.6250)
H (3.3047, 5.0502, 0.7577)
H (1.0232, 6.2030, -0.2198)
H (0.2366, 5.2304, 1.0283)
H (1.5993, 4.4748, -1.3452)
H (2.1276, 3.6115, 2.0887)
C (-2.5253, 4.2034, -1.1704)
O (-2.8291, 3.0559, -1.9513)
H (-2.8815, 5.0756, -1.7318)
H (-2.9375, 4.2421, -0.1634)
H (-1.4379, 4.2808, -1.0584)
H (-2.2507, 3.0734, -2.7240)
C (-2.1528, -3.3288, -2.8035)
O (-3.1328, -2.3152, -2.8817)
H (-2.4882, -4.2234, -3.3345)
H (-1.1675, -2.9830, -3.1298)
H (-2.0175, -3.6592, -1.7714)
H (-3.5370, -2.2783, -3.7502)
C (-1.1327, -1.3587, 3.5188)
O (-1.5607, -0.4968, 4.5544)
H (-0.1114, -1.0787, 3.2489)
H (-1.1125, -2.3885, 3.8728)
H (-1.7776, -1.3325, 2.6381)
H (-1.4936, 0.4255, 4.2346)
C (-0.0657, 3.5143, -4.6911)
O (-1.2536, 2.8516, -4.3139)
H (-0.1842, 4.4489, -5.2460)
H (0.5516, 3.7621, -3.8262)
H (0.5338, 2.8275, -5.3002)
H (-1.8520, 2.8603, -5.0675)
C (-1.3405, 3.9059, 6.0760)
C (-0.1199, 3.0720, 5.6680)
C (-0.1011, 2.8843, 4.1418)
O (-1.1465, 2.0405, 3.6649)
C (-1.1795, 2.0838, 2.2614)
N (1.0417, 3.8317, 6.1273)
H (-1.2848, 4.1643, 7.1321)
H (-2.2836, 3.3961, 5.8691)
H (-1.4019, 4.8469, 5.5198)
H (-0.2621, 2.1127, 6.1666)
H (0.8329, 2.3425, 3.9366)
H (-0.0837, 3.8451, 3.6207)
H (-1.8609, 1.3353, 1.8421)
H (-0.2249, 1.8624, 1.7678)
H (-1.6304, 3.0328, 1.9458)
H (1.1564, 4.6180, 5.4876)
H (1.9101, 3.3228, 5.9602)
C (-3.6014, -8.2197, 1.4573)
C (-3.2071, -6.7937, 1.0995)
C (-1.8077, -6.6713, 0.4680)
O (-1.5116, -5.3719, 0.0533)
C (-1.3504, -4.3658, 1.0278)
N (-4.2084, -6.2835, 0.1184)
H (-3.5741, -8.8570, 0.5681)
H (-4.6107, -8.2632, 1.8664)
H (-2.9756, -8.7012, 2.2124)
H (-3.2643, -6.2230, 2.0298)
H (-1.7771, -7.3050, -0.4216)
H (-1.0500, -7.0224, 1.1855)
H (-0.8105, -4.7169, 1.9172)
H (-2.3050, -4.0593, 1.4686)
H (-0.8271, -3.5283, 0.5767)
H (-4.1888, -6.9678, -0.6407)
H (-3.7241, -5.5037, -0.3307)
C (3.2121, -0.5821, 1.9461)
C (2.5774, 0.6561, 2.5547)
C (3.1957, 1.0706, 3.8971)
O (2.9335, 0.0935, 4.8891)
C (1.7541, 0.3235, 5.6380)
N (2.6397, 1.8163, 1.6663)
H (4.3005, -0.4952, 1.9208)
H (2.9015, -0.7469, 0.9113)
H (2.8794, -1.4878, 2.4568)
H (1.5306, 0.4212, 2.7792)
H (2.8841, 2.0638, 4.2271)
H (4.2842, 1.0511, 3.7856)
H (0.8393, 0.2894, 5.0378)
H (1.7097, 1.3599, 6.0094)
H (1.7845, -0.3322, 6.5004)
H (3.5945, 2.0648, 1.4465)
H (2.1628, 1.7267, 0.7689)
C (0.0645, -0.4617, -4.8864)
C (1.1617, -0.8131, -5.8461)
C (2.1912, -1.7774, -5.2452)
O (1.7610, -3.1152, -5.2847)
C (2.5425, -3.9929, -4.4880)
N (0.6321, -1.3396, -7.1404)
H (-0.7119, 0.0989, -5.4142)
H (0.5126, 0.1938, -4.1363)
H (-0.4327, -1.3087, -4.4095)
H (1.7531, 0.0807, -6.0667)
H (2.5242, -1.3908, -4.2754)
H (3.0682, -1.6866, -5.9075)
H (2.1652, -3.9718, -3.4625)
H (3.6121, -3.8043, -4.5861)
H (2.3176, -4.9894, -4.8713)
H (1.3841, -1.9605, -7.4405)
H (-0.0760, -2.0218, -6.8674)


[3]
Density functional theory data (ωB97M-V with the def2-TZVPD basis set) for a 14-piece molecular cluster, C28H84O14 overall in a non-equilibrium geometry.

The total charge is 0. The value obtained for the total energy is -59059.9704 eV. The value obtained for the highest occupied orbital energy is -0.3524 Eh. The calculation puts the lowest unoccupied orbital energy at 0.0148 Eh.

Element x y z (Å)
C (0.5550, -3.5466, 1.4528)
C (0.8488, -4.1271, 2.8243)
O (0.4019, -3.2279, 3.8337)
H (-0.5230, -3.5881, 1.2770)
H (1.0202, -4.0999, 0.6357)
H (0.8194, -2.4894, 1.4012)
H (1.9160, -4.2927, 2.9706)
H (0.3111, -5.0759, 2.8977)
H (-0.5535, -3.3680, 3.9207)
C (-1.0904, 0.0400, -0.0363)
C (0.3221, 0.3114, 0.4378)
O (0.6794, 1.6608, 0.1900)
H (-1.2200, -1.0155, -0.2830)
H (-1.4017, 0.5871, -0.9256)
H (-1.7762, 0.2450, 0.7893)
H (0.9891, -0.3493, -0.1314)
H (0.4609, -0.0036, 1.4768)
H (1.6004, 1.7367, 0.4753)
C (-4.5528, 1.5047, 1.7765)
C (-5.9244, 1.6748, 1.1628)
O (-6.1608, 0.5258, 0.4035)
H (-3.8059, 1.3819, 0.9919)
H (-4.5884, 0.5666, 2.3333)
H (-4.2532, 2.3562, 2.3850)
H (-5.9740, 2.5873, 0.5586)
H (-6.6934, 1.7511, 1.9405)
H (-6.8801, 0.6502, -0.2220)
C (3.6587, -2.4688, 0.9047)
C (5.0392, -2.1959, 0.3705)
O (5.3679, -0.8133, 0.4090)
H (3.5109, -3.5382, 1.0548)
H (2.8731, -2.1758, 0.2080)
H (3.4709, -1.9556, 1.8476)
H (5.0502, -2.5724, -0.6576)
H (5.8027, -2.7297, 0.9429)
H (6.2249, -0.6501, 0.0096)
C (-0.7859, -5.1796, -2.4047)
C (-1.9665, -4.5327, -1.7142)
O (-2.3069, -5.3275, -0.5742)
H (-0.5063, -4.6166, -3.2977)
H (-1.1722, -6.1202, -2.8100)
H (0.1148, -5.4469, -1.8563)
H (-2.8169, -4.4617, -2.3974)
H (-1.7511, -3.5020, -1.4140)
H (-3.0317, -4.8639, -0.1420)
C (3.8862, 2.2604, -2.3053)
C (4.1212, 0.9385, -3.0495)
O (3.3871, 0.9499, -4.2667)
H (2.9080, 2.3442, -1.8349)
H (4.0838, 3.1267, -2.9395)
H (4.5806, 2.3192, -1.4633)
H (3.8439, 0.1039, -2.4097)
H (5.1956, 0.8622, -3.2416)
H (3.6278, 1.7439, -4.7518)
C (0.1130, 2.9861, -3.5055)
C (0.1479, 2.1388, -4.7612)
O (0.4885, 0.7941, -4.4425)
H (-0.2863, 3.9933, -3.6765)
H (1.1055, 3.1687, -3.0933)
H (-0.5339, 2.6252, -2.7060)
H (0.9060, 2.4908, -5.4656)
H (-0.8342, 2.1349, -5.2323)
H (1.4417, 0.7230, -4.2900)
C (3.5161, 0.6920, 3.0431)
C (3.6758, 1.8328, 2.0210)
O (3.4698, 1.2800, 0.7176)
H (2.5062, 0.2852, 2.9912)
H (3.6259, 1.0838, 4.0582)
H (4.2801, -0.0707, 2.9098)
H (4.6781, 2.2662, 2.0494)
H (2.9507, 2.6102, 2.2568)
H (4.0478, 0.5041, 0.6286)
C (-2.8462, -1.9803, 2.6251)
C (-3.0419, -3.4893, 2.8802)
O (-2.3694, -3.8043, 4.1187)
H (-3.2920, -1.3274, 3.3727)
H (-3.2341, -1.7145, 1.6373)
H (-1.7726, -1.7932, 2.5724)
H (-2.6209, -4.1086, 2.0926)
H (-4.1020, -3.6946, 3.0370)
H (-2.9691, -3.6780, 4.8565)
C (2.4447, 4.8888, 0.0726)
C (1.8806, 6.0065, 0.9381)
O (2.6353, 6.1599, 2.1362)
H (3.3326, 5.2589, -0.4407)
H (1.7152, 4.6257, -0.6978)
H (2.6664, 3.9880, 0.6395)
H (0.8338, 5.8329, 1.2088)
H (1.8448, 6.9780, 0.4443)
H (2.3467, 5.5134, 2.7841)
C (-3.3394, 4.7354, 0.0599)
C (-2.3784, 3.5704, -0.1791)
O (-1.6165, 3.2162, 0.9572)
H (-4.1324, 4.4532, 0.7553)
H (-3.7921, 4.9552, -0.9078)
H (-2.8820, 5.6307, 0.4779)
H (-1.6392, 3.8341, -0.9449)
H (-2.8794, 2.6706, -0.5550)
H (-0.9546, 2.5788, 0.6485)
C (-3.6474, -0.9815, -3.0899)
C (-4.8465, -1.2812, -2.2132)
O (-4.4262, -1.2734, -0.8375)
H (-3.1061, -0.0525, -2.9020)
H (-3.8699, -0.9502, -4.1582)
H (-2.8960, -1.7495, -2.8925)
H (-5.2904, -2.2557, -2.4260)
H (-5.6582, -0.5712, -2.4005)
H (-4.9613, -0.6025, -0.3788)
C (2.2053, -2.1275, -2.7088)
C (3.2235, -2.7220, -3.6641)
O (3.8763, -3.8145, -3.0381)
H (2.7366, -1.7252, -1.8448)
H (1.4871, -2.8343, -2.2895)
H (1.6491, -1.3527, -3.2377)
H (3.8628, -1.8862, -3.9714)
H (2.7624, -3.0495, -4.6012)
H (4.3538, -4.2894, -3.7244)
C (-1.3386, 1.1318, 3.0783)
C (-1.2324, 0.8986, 4.5705)
O (0.0259, 1.2013, 5.1419)
H (-2.3664, 1.0989, 2.7113)
H (-0.7432, 0.4308, 2.4896)
H (-1.0189, 2.1356, 2.7876)
H (-1.4989, -0.1350, 4.8139)
H (-1.9862, 1.5197, 5.0579)
H (0.6305, 0.4991, 4.8808)